1.
The following is a DFT calculation (ωB97M-V with the def2-TZVPD basis set) of a structure of composition C3H3LuO3.

The geometry in XYZ format:
```
10
Properties=species:S:1:pos:R:3:lowdin_spin:R:1
O -1.86 -0.57 0.65 0.15
O 1.77 0.30 -1.15 0.03
C 2.93 0.75 -0.74 0.00
C 3.14 1.50 0.36 0.00
O -3.70 -1.35 1.72 0.21
C -2.80 -1.40 0.92 0.39
Lu -0.24 -0.29 -0.78 0.20
H 3.81 0.47 -1.35 0.00
H 2.31 1.90 0.95 0.00
H 4.16 1.78 0.64 0.00
```

HOMO (alpha / beta): -12.0 / -12.6 eV
energy relative to the best compared isomer or geometry (same formula, charge and spin): 14.5 kcal/mol
multiplicity: 2
gap between HOMO and LUMO (alpha / beta): 4.874 / 5.201 eV
total charge: +1

---

2.
The following is a DFT calculation (ωB97M-V with the def2-TZVPD basis set) of the molecule C3H3N.

The geometry in XYZ format:
```
7
Properties=species:S:1:pos:R:3:nbo_charge:R:1
C -1.02 -0.37 -0.09 -0.35
C -0.03 0.48 -0.18 -0.30
C 1.41 -0.17 -0.20 0.22
N 2.59 -0.15 0.01 -0.31
H -2.01 0.13 0.26 0.22
H -0.94 -1.56 0.05 0.25
H 0.01 1.64 0.16 0.27
```

structure (SMILES): C=CC#N
HOMO: -10.8 eV
energy relative to the best compared isomer or geometry (same formula, charge and spin): 35.6 kcal/mol
gap between HOMO and LUMO: 11.347 eV

---

3.
The following is a DFT calculation (ωB97M-V with the def2-TZVPD basis set) of the molecule C3H3N.

The geometry in XYZ format:
```
7
Properties=species:S:1:pos:R:3:nbo_charge:R:1
C -1.04 0.39 0.00 -0.37
C -0.11 -0.54 0.07 -0.22
C 1.58 -0.11 -0.03 0.24
N 2.69 0.13 0.05 -0.36
H -2.19 0.30 0.09 0.24
H -0.78 1.47 -0.20 0.23
H -0.15 -1.64 0.02 0.24
```

structure (SMILES): C=CC#N
HOMO: -11.2 eV
energy relative to the best compared isomer or geometry (same formula, charge and spin): 30.1 kcal/mol
gap between HOMO and LUMO: 11.847 eV

---

4.
The following is a DFT calculation (ωB97M-V with the def2-TZVPD basis set) of the ion C3H3N2O with charge +1.

The geometry in XYZ format:
```
9
Properties=species:S:1:pos:R:3:nbo_charge:R:1
C -1.39 -0.85 2.24 0.60
C -1.67 -1.34 0.23 0.69
C 0.21 -0.28 0.49 0.01
N -1.86 -1.83 1.35 -0.39
N -0.95 -0.42 -0.30 -0.58
O -0.43 -0.20 1.93 -0.39
H 0.94 -1.13 0.30 0.29
H 0.59 0.76 0.30 0.28
H -1.45 0.15 -0.99 0.49
```

HOMO (alpha / beta): -15.0 / -14.7 eV
energy relative to the best compared isomer or geometry (same formula, charge and spin): 123.7 kcal/mol
gap between HOMO and LUMO (alpha / beta): 7.587 / 6.953 eV
total charge: +1

---

5.
The following is a DFT calculation (ωB97M-V with the def2-TZVPD basis set) of a structure of composition C3H3N2O.

The geometry in XYZ format:
```
9
Properties=species:S:1:pos:R:3:nbo_charge:R:1
C 0.17 0.14 2.14 0.82
C 0.07 0.05 0.11 0.63
C 0.09 0.18 -1.33 -0.77
N 0.65 0.70 1.12 -0.40
N -0.50 -0.90 2.20 -0.04
O -0.75 -1.11 0.97 -0.18
H -0.96 0.08 -1.70 0.31
H 0.85 -0.31 -1.91 0.32
H 0.39 1.17 -1.61 0.31
```

HOMO (alpha / beta): -16.9 / -16.9 eV
energy relative to the best compared isomer or geometry (same formula, charge and spin): 161.2 kcal/mol
gap between HOMO and LUMO (alpha / beta): 7.382 / 7.381 eV
total charge: +1

---

6.
The following is a DFT calculation (ωB97M-V with the def2-TZVPD basis set) of the ion C3H3N2O2 with charge -1.

The geometry in XYZ format:
```
10
Properties=species:S:1:pos:R:3:nbo_charge:R:1
N 0.41 0.14 -0.48 -0.70
N -0.52 -0.82 0.01 -0.48
C -0.55 -0.64 1.68 -0.10
C -1.14 -0.75 2.93 0.39
O -1.95 -1.40 3.62 -0.72
C -0.25 0.35 2.59 0.35
O 0.28 1.49 2.88 -0.76
H 1.28 -0.37 -0.60 0.33
H 0.74 0.99 0.01 0.36
H -1.53 -0.56 -0.34 0.34
```

structure (SMILES): NNc1c([O-])c1=O
HOMO: -3.6 eV
energy relative to the best compared isomer or geometry (same formula, charge and spin): 92.8 kcal/mol
gap between HOMO and LUMO: 7.754 eV
total charge: -1

---

7.
The following is a DFT calculation (ωB97M-V with the def2-TZVPD basis set) of the ion C3H3N2O3S with charge -1.

The geometry in XYZ format:
```
12
Properties=species:S:1:pos:R:3:nbo_charge:R:1
C -0.05 1.43 1.58 -0.76
S -1.48 0.35 1.09 0.45
N -0.87 -0.54 -0.12 -0.44
O 0.25 -1.58 0.17 -0.41
C 0.95 -1.61 -1.01 0.83
O 1.84 -2.45 -1.12 -0.67
N 0.55 -0.68 -1.94 -0.69
C -0.55 -0.12 -1.52 0.72
O -1.32 0.60 -2.12 -0.67
H -0.23 2.19 2.22 0.21
H 0.45 1.80 0.79 0.21
H 0.45 0.61 1.99 0.22
```

structure (SMILES): CSn1oc([O-])nc1=O
HOMO: -5.1 eV
energy relative to the best compared isomer or geometry (same formula, charge and spin): 25.5 kcal/mol
gap between HOMO and LUMO: 8.165 eV
total charge: -1

---

8.
The following is a DFT calculation (ωB97M-V with the def2-TZVPD basis set) of a cluster of 2 separate species, C3H3N2OS in total.

The geometry in XYZ format:
```
10
Properties=species:S:1:pos:R:3:nbo_charge:R:1
C -2.01 1.32 -0.14 0.15
C -2.58 -1.77 0.12 0.87
C 0.40 1.44 0.22 0.16
N -1.52 -2.25 -0.13 -0.75
N -0.86 1.48 0.23 -0.39
O -3.61 -1.22 0.14 -0.54
S -3.55 1.30 -0.08 0.58
H 1.04 1.72 1.06 0.24
H 0.84 1.36 -0.78 0.23
H -1.09 -3.09 0.24 0.45
```

HOMO (alpha / beta): -14.9 / -14.9 eV
energy relative to the best compared isomer or geometry (same formula, charge and spin): 52.5 kcal/mol
gap between HOMO and LUMO (alpha / beta): 7.872 / 7.871 eV
total charge: +1

---

9.
The following is a DFT calculation (ωB97M-V with the def2-TZVPD basis set) of the ion C3H3N2S2 with charge -1.

The geometry in XYZ format:
```
10
Properties=species:S:1:pos:R:3:nbo_charge:R:1
N -1.00 1.73 0.13 -0.86
C -0.55 0.46 -0.08 -0.18
S -1.42 -1.08 0.01 0.34
C 0.00 -2.02 0.04 -0.28
N 1.17 -1.41 0.06 -0.52
C 1.20 -0.08 -0.05 -0.01
S 2.51 0.96 -0.11 -0.44
H -0.25 2.45 0.36 0.39
H -1.57 2.16 -0.48 0.35
H -0.10 -3.18 0.12 0.19
```

structure (SMILES): Nc1scnc1[S-]
HOMO (alpha / beta): -1.9 / -1.9 eV
energy relative to the best compared isomer or geometry (same formula, charge and spin): 41.7 kcal/mol
gap between HOMO and LUMO (alpha / beta): 5.223 / 5.222 eV
total charge: -1

---

10.
The following is a DFT calculation (ωB97M-V with the def2-TZVPD basis set) of a cluster of 3 separate species, C3H3N3 in total.

The geometry in XYZ format:
```
9
Properties=species:S:1:pos:R:3:nbo_charge:R:1
C -1.04 -1.43 -0.23 -0.31
C 0.07 -1.34 -0.70 -0.18
H -2.01 -1.85 -0.01 0.25
H 1.01 -1.39 -1.20 0.25
C -0.76 1.15 1.03 0.08
N -0.17 2.14 1.11 -0.33
H -1.44 0.34 1.15 0.23
N 2.24 1.72 -0.43 0.04
N 2.09 0.67 -0.71 -0.04
```

structure (SMILES): C#C.C#N.N#N
HOMO: -11.0 eV
energy relative to the best compared isomer or geometry (same formula, charge and spin): 53.9 kcal/mol
gap between HOMO and LUMO: 11.995 eV

---

11.
The following is a DFT calculation (ωB97M-V with the def2-TZVPD basis set) of the molecule C3H3N3.

The geometry in XYZ format:
```
9
Properties=species:S:1:pos:R:3:nbo_charge:R:1
N -0.47 -1.78 2.13 -0.31
C -0.28 -0.76 1.62 0.25
C -0.03 0.49 0.91 -0.27
N -1.18 1.00 0.03 -0.31
C -0.17 0.49 -0.52 0.41
N 0.38 0.09 -1.70 -0.80
H 0.62 1.20 1.42 0.22
H 1.33 -0.22 -1.62 0.40
H -0.20 -0.51 -2.26 0.41
```

structure (SMILES): N#C[C@@H]1N=C1N
HOMO: -10.3 eV
energy relative to the best compared isomer or geometry (same formula, charge and spin): 41.4 kcal/mol
gap between HOMO and LUMO: 10.801 eV

---

12.
The following is a DFT calculation (ωB97M-V with the def2-TZVPD basis set) of the molecule C3H3N3O.

The geometry in XYZ format:
```
10
Properties=species:S:1:pos:R:3:nbo_charge:R:1
O 2.27 -1.23 -0.13 -0.54
C 1.22 -0.71 0.13 0.72
N 0.00 -1.43 0.17 -0.43
C -1.07 -0.76 -0.09 0.09
C -1.09 0.68 -0.19 -0.08
N -0.08 1.34 0.22 -0.16
N 1.07 0.67 0.47 -0.45
H -2.01 -1.30 -0.15 0.20
H -1.91 1.28 -0.54 0.21
H 1.60 1.46 0.11 0.43
```

structure (SMILES): O=c1nccn[nH]1
HOMO: -10.0 eV
energy relative to the best compared isomer or geometry (same formula, charge and spin): 41.2 kcal/mol
gap between HOMO and LUMO: 9.535 eV

---

13.
The following is a DFT calculation (ωB97M-V with the def2-TZVPD basis set) of a cluster of 2 separate species, C3H3N3O in total.

The geometry in XYZ format:
```
10
Properties=species:S:1:pos:R:3:nbo_charge:R:1
N 2.16 -0.15 0.54 -0.60
C 1.05 -0.60 0.30 0.50
C -0.13 -1.12 0.03 -0.57
C -1.42 -0.47 0.35 0.41
O -1.66 0.18 1.34 -0.52
H 2.59 0.45 -0.16 0.40
H -0.14 -2.07 -0.51 0.26
H -2.19 -0.60 -0.44 0.12
N 0.39 2.08 -0.86 -0.03
N -0.66 2.30 -0.60 0.03
```

structure (SMILES): N=C=CC=O.N#N
HOMO: -9.7 eV
energy relative to the best compared isomer or geometry (same formula, charge and spin): 22.7 kcal/mol
gap between HOMO and LUMO: 10.299 eV

---

14.
The following is a DFT calculation (ωB97M-V with the def2-TZVPD basis set) of the molecule C3H3N3O.

The geometry in XYZ format:
```
10
Properties=species:S:1:pos:R:3:nbo_charge:R:1
O -1.23 1.07 1.35 -0.64
C -0.49 0.41 0.46 0.50
C -0.97 -0.79 -0.11 -0.08
N -0.17 -1.55 -0.82 -0.16
N 1.07 -1.14 -1.08 -0.27
C 1.41 0.06 -0.65 0.23
N 0.70 0.87 0.14 -0.49
H -0.71 1.83 1.64 0.50
H -2.00 -1.11 0.02 0.22
H 2.39 0.43 -0.97 0.19
```

structure (SMILES): Oc1cnncn1
HOMO: -9.7 eV
energy relative to the best compared isomer or geometry (same formula, charge and spin): 25.5 kcal/mol
gap between HOMO and LUMO: 9.944 eV

---

15.
The following is a DFT calculation (ωB97M-V with the def2-TZVPD basis set) of the molecule C3H3N3O.

The geometry in XYZ format:
```
10
Properties=species:S:1:pos:R:3:nbo_charge:R:1
H 1.31 1.40 -0.61 0.34
N 0.67 1.71 0.01 -0.61
C -0.06 0.79 0.38 0.37
O 0.08 -0.52 -0.02 -0.50
C -0.84 -1.45 0.15 0.49
N -2.08 -1.18 0.13 -0.51
C -2.51 0.06 0.09 0.35
N -3.12 1.03 0.18 -0.33
H -0.99 0.99 1.06 0.20
H -0.40 -2.40 0.18 0.20
```

structure (SMILES): [H]/N=C\O/C=N\C#N
HOMO: -10.8 eV
energy relative to the best compared isomer or geometry (same formula, charge and spin): 57.6 kcal/mol
gap between HOMO and LUMO: 10.478 eV

---

16.
The following is a DFT calculation (ωB97M-V with the def2-TZVPD basis set) of the molecule C3H3N3O.

The geometry in XYZ format:
```
10
Properties=species:S:1:pos:R:3:nbo_charge:R:1
C -1.00 0.61 -0.85 0.31
N -0.21 -0.25 -1.45 -0.50
C 0.83 -0.85 -0.75 0.21
N 1.01 -1.21 0.46 -0.16
O -0.15 -0.89 1.31 -0.43
C -0.07 0.45 1.32 0.44
N -0.62 1.13 0.34 -0.50
H -1.85 1.08 -1.32 0.20
H 1.85 -0.99 -1.31 0.22
H 0.22 0.93 2.26 0.19
```

structure (SMILES): C1=NC=NOC=N1
HOMO: -10.0 eV
energy relative to the best compared isomer or geometry (same formula, charge and spin): 83.6 kcal/mol
gap between HOMO and LUMO: 9.774 eV

---

17.
The following is a DFT calculation (ωB97M-V with the def2-TZVPD basis set) of the molecule C3H3N3O.

The geometry in XYZ format:
```
10
Properties=species:S:1:pos:R:3:nbo_charge:R:1
N -0.76 -0.91 -2.04 -0.65
C -0.23 -0.51 -0.92 0.49
N -0.81 -0.88 0.48 -0.47
C -0.45 0.01 1.35 0.38
O 0.54 1.03 1.40 -0.47
C 1.29 0.85 0.22 0.41
N 0.83 0.33 -0.94 -0.46
H -1.61 -1.35 -2.21 0.37
H -0.94 -0.11 2.48 0.19
H 2.15 1.54 0.19 0.20
```

structure (SMILES): N=c1ncocn1
HOMO: -9.7 eV
energy relative to the best compared isomer or geometry (same formula, charge and spin): 68.9 kcal/mol
gap between HOMO and LUMO: 9.226 eV

---

18.
The following is a DFT calculation (ωB97M-V with the def2-TZVPD basis set) of the molecule C3H3N3O.

The geometry in XYZ format:
```
10
Properties=species:S:1:pos:R:3:nbo_charge:R:1
H -0.77 -0.21 2.46 0.31
N 0.22 0.28 2.20 -0.55
C 0.16 0.22 0.86 0.27
C -0.87 -0.06 -0.08 -0.39
C -0.26 -0.25 -1.31 0.20
O 1.04 -0.47 -1.66 -0.34
N 1.94 0.12 -0.70 0.17
N 1.44 0.58 0.39 -0.16
H -1.98 0.14 0.08 0.27
H -0.93 -0.36 -2.25 0.21
```

structure (SMILES): [H]/N=c1\cconn1
HOMO: -9.6 eV
energy relative to the best compared isomer or geometry (same formula, charge and spin): 109.6 kcal/mol
gap between HOMO and LUMO: 9.186 eV

---

19.
The following is a DFT calculation (ωB97M-V with the def2-TZVPD basis set) of a cluster of 3 separate species, C3H3N3O in total.

The geometry in XYZ format:
```
10
Properties=species:S:1:pos:R:3:nbo_charge:R:1
N -2.06 -0.99 -0.79 -0.67
C -1.24 -0.14 -0.45 0.38
N 1.54 0.28 -0.56 -0.12
N 2.00 0.51 -1.57 0.03
O 0.25 -0.46 2.73 -0.46
C 0.76 -0.27 1.72 0.50
C -0.32 0.64 0.04 -0.61
H -2.17 -1.13 -1.80 0.38
H 1.73 -0.13 0.48 0.32
H -0.49 1.70 0.20 0.25
```

HOMO: -8.5 eV
energy relative to the best compared isomer or geometry (same formula, charge and spin): 126.6 kcal/mol
gap between HOMO and LUMO: 8.741 eV

---

20.
The following is a DFT calculation (ωB97M-V with the def2-TZVPD basis set) of the molecule C3H3N3O2.

The geometry in XYZ format:
```
11
Properties=species:S:1:pos:R:3:nbo_charge:R:1
H -2.11 1.22 -0.11 0.36
N -2.29 0.23 0.04 -0.59
C -1.23 -0.48 0.01 0.25
N 0.06 -0.02 -0.13 -0.48
C 1.00 -1.03 -0.10 0.17
N 2.21 -0.57 0.08 -0.08
O 1.99 0.79 0.02 -0.34
C 0.66 1.16 0.00 0.85
O 0.30 2.28 -0.01 -0.55
H -1.33 -1.53 0.32 0.19
H 0.73 -2.06 -0.10 0.22
```

structure (SMILES): [H]/N=C\n1cnoc1=O
HOMO: -10.4 eV
energy relative to the best compared isomer or geometry (same formula, charge and spin): 69.7 kcal/mol
gap between HOMO and LUMO: 10.946 eV